ORCA calculation (ωB97M-V/def2-TZVPD) on C25H24BN3O3Pd as an isolated structure in a non-equilibrium geometry.

Computed properties:
- highest occupied orbital energy (eV) = -13.36
- spin multiplicity = 1
- charge = +2
- electronic energy (a.u.) = -1508.70701

Positions of all 57 atoms, in Å:
1 C -0.275 -1.666 4.263
2 C -0.896 -0.751 3.730
3 C -1.818 0.211 2.875
4 C -1.413 -0.025 1.361
5 C -0.148 0.600 0.806
6 B 0.715 1.545 1.832
7 O 1.928 0.994 2.320
8 O 0.260 2.840 2.209
9 C 1.111 3.792 1.475
10 C 0.245 0.329 -0.650
11 C 1.532 0.957 -1.263
12 C 2.854 0.442 -0.598
13 C 3.238 -1.016 -0.407
14 C 4.534 -1.376 0.294
15 C 5.494 -0.347 0.818
16 C 5.111 1.135 0.626
17 C 6.067 2.276 1.181
18 C 3.836 1.485 -0.066
19 C -0.637 -0.576 -1.571
20 N -0.193 -0.749 -2.875
21 C -1.065 -1.533 -3.631
22 C -0.734 -1.817 -5.103
23 C -0.723 -1.906 -6.344
24 C -2.323 -2.157 -3.055
25 N -2.789 -2.011 -1.766
26 C -1.906 -1.178 -1.053
27 C -2.269 -0.879 0.416
28 C -3.608 -1.482 1.003
29 C -4.677 -0.298 1.192
30 C -5.944 -0.389 0.245
31 N -5.871 -0.609 -1.204
32 O -7.057 -0.229 0.727
33 H 0.077 -2.550 4.868
34 H -2.877 -0.093 3.113
35 H -1.687 1.279 3.216
36 H 1.784 0.020 2.297
37 H 0.957 3.563 0.366
38 H 0.761 4.862 1.629
39 H 2.207 3.682 1.757
40 H 1.633 0.850 -2.383
41 H 1.477 2.083 -1.059
42 H 2.564 -1.835 -0.785
43 H 4.768 -2.473 0.443
44 H 6.436 -0.675 1.352
45 H 5.877 3.273 0.656
46 H 7.158 2.033 0.965
47 H 5.887 2.477 2.284
48 H 3.597 2.592 -0.156
49 H -0.685 -2.415 -7.390
50 H -2.946 -2.802 -3.754
51 H -4.073 -2.262 0.334
52 H -3.367 -2.000 1.986
53 H -5.057 -0.322 2.267
54 H -4.146 0.691 0.997
55 H -4.891 -0.398 -1.450
56 H -6.105 -1.587 -1.414
57 Pd -1.929 -3.602 -7.927